C8H24O4 | ωB97M-V/def2-TZVPD

Calculated values
Frontier orbital gap (spin up / spin down): 0.416 / 0.115 Ha
<S²>: 0.756
Net charge: +1
Max |F|: 2.8 eV/A
Energy relative to the best compared isomer or geometry (same formula, charge and spin): 53.73 kcal per mole
Spin multiplicity: 2
DFT total energy: -619.702164 Eh
HOMO energy (spin up / spin down): -13.67 / -12.83 eV

Structure (XYZ):
```
36
Properties=species:S:1:pos:R:3:mulliken_charge:R:1
C -0.963 -3.039 -1.973 -1.310
C -0.618 -2.214 -0.800 -0.036
O -0.207 -0.893 -1.244 -0.315
H -0.912 -4.110 -1.778 0.400
H -0.351 -2.931 -2.868 0.326
H -1.996 -2.869 -2.274 0.253
H 0.173 -2.810 -0.344 0.405
H -1.459 -2.333 -0.117 0.241
H -0.980 -0.442 -1.593 0.344
C -2.223 2.083 -1.746 -1.014
C -3.270 1.026 -2.116 -0.166
O -2.549 -0.086 -2.513 -0.534
H -1.428 1.932 -1.017 0.143
H -2.754 2.940 -1.331 0.384
H -1.753 2.615 -2.574 0.318
H -3.900 1.382 -2.931 0.308
H -3.877 0.607 -1.314 0.267
H -3.099 -0.680 -3.029 0.263
C 2.752 0.123 0.384 -0.476
C 3.422 1.389 0.872 -0.349
O 4.584 0.958 1.555 -0.393
H 2.352 -0.565 1.128 0.137
H 3.473 -0.369 -0.268 0.389
H 1.891 0.363 -0.239 0.148
H 2.616 1.834 1.455 0.186
H 3.654 2.115 0.093 0.330
H 5.374 0.979 1.010 0.371
C 1.066 0.219 3.432 -1.332
C -0.112 0.137 2.500 0.736
O -0.787 1.364 2.300 -0.446
H 1.692 1.109 3.363 0.291
H 1.568 -0.740 3.552 0.393
H 0.664 0.354 4.437 0.390
H -0.793 -0.625 2.880 0.365
H 0.176 -0.245 1.521 -0.354
H -1.427 1.423 1.588 0.336
```

C8H15F6IO4P | ωB97M-V/def2-TZVPD

Calculated values
Frontier orbital gap: 0.211 Ha
Net charge: -1
Max |F|: 3.4 eV/A
Spin multiplicity: 1
DFT total energy: -1852.981532 Eh
HOMO energy: -3.57 eV

Structure (XYZ):
```
35
Properties=species:S:1:pos:R:3:mulliken_charge:R:1
P 4.162 -3.049 -0.701 0.069
I 6.251 -4.066 0.219 -0.523
H 4.989 -2.123 -1.432 -0.063
H 4.118 -2.121 0.408 -0.174
H 3.366 -4.001 0.039 -0.042
H 4.276 -3.990 -1.787 0.006
H 2.948 -2.481 -1.261 -0.172
C -0.220 2.348 2.662 -0.680
C 1.278 2.384 2.421 -0.248
O 1.737 1.133 1.886 -0.305
C 1.528 0.938 0.546 0.121
O 0.980 1.758 -0.188 -0.565
C 2.100 -0.406 0.099 1.086
F 1.761 -1.427 0.938 -0.244
F 3.462 -0.391 0.049 -0.270
F 1.677 -0.780 -1.142 -0.232
H -0.487 1.499 3.300 0.295
H -0.557 3.272 3.140 0.380
H -0.771 2.225 1.724 -0.042
H 1.797 2.532 3.374 0.326
H 1.564 3.215 1.766 0.299
C -1.367 0.365 -1.955 -1.050
C -2.418 1.357 -1.489 -0.020
O -3.722 0.756 -1.497 -0.304
C -4.018 -0.053 -0.431 0.366
O -3.239 -0.282 0.492 -0.506
C -5.444 -0.589 -0.539 0.849
F -5.735 -1.065 -1.784 -0.243
F -6.373 0.372 -0.273 -0.252
F -5.696 -1.613 0.325 -0.238
H -1.633 -0.044 -2.935 0.358
H -0.387 0.844 -2.023 0.330
H -1.290 -0.483 -1.268 0.290
H -2.453 2.203 -2.184 0.333
H -2.182 1.763 -0.499 0.070
```

C2H6BrN3 | ωB97M-V/def2-TZVPD

Calculated values
Frontier orbital gap (spin up / spin down): 0.303 / 0.303 Ha
Net charge: +2
Max |F|: 5.1 eV/A
Energy relative to the best compared isomer or geometry (same formula, charge and spin): 81.59 kcal per mole
Spin multiplicity: 1
DFT total energy: -2817.271379 Eh
HOMO energy (spin up / spin down): -19.33 / -19.33 eV

Structure (XYZ):
```
12
Properties=species:S:1:pos:R:3:mulliken_charge:R:1
C -0.062 1.373 0.191 0.219
C 1.515 -0.419 0.057 0.404
N -1.251 1.820 0.045 -0.165
N 1.480 -2.491 -0.056 -0.464
N 0.287 0.068 -0.002 -0.166
Br 3.117 0.362 0.124 0.270
H 0.737 2.044 0.518 0.294
H -1.471 2.802 0.241 0.319
H -2.046 1.255 -0.273 0.288
H 1.050 -2.773 0.824 0.329
H 2.458 -2.756 -0.119 0.310
H -0.455 -0.622 -0.218 0.361
```

C44H63N7O4Ti | ωB97M-V/def2-TZVPD

Calculated values
Frontier orbital gap (spin up / spin down): 0.214 / 0.210 Ha
<S²>: 0.765
Net charge: +1
Max |F|: 2.7 eV/A
Energy relative to the best compared isomer or geometry (same formula, charge and spin): 0.00 kcal per mole
Spin multiplicity: 2
DFT total energy: -3248.068950 Eh
HOMO energy (spin up / spin down): -9.21 / -9.31 eV

Structure (XYZ):
```
119
Properties=species:S:1:pos:R:3:mulliken_charge:R:1
Ti -0.317 0.408 -0.601 -1.452
O -1.889 -1.104 2.824 -0.680
C -1.556 -0.859 1.576 0.196
O -0.854 0.132 1.251 0.791
C -2.022 -1.684 0.511 -0.741
C -2.755 -2.873 0.541 -0.577
C -2.950 -3.552 -0.641 -1.221
C -2.336 -3.093 -1.819 -1.492
C -1.619 -1.926 -1.768 0.316
N -1.523 -1.193 -0.649 1.642
C -0.691 -1.339 -2.810 0.432
O -0.516 -1.820 -3.903 -0.724
O -0.083 -0.299 -2.314 0.964
H -1.361 -0.543 3.414 0.536
H -3.124 -3.241 1.489 0.617
H -3.524 -4.467 -0.663 0.495
H -2.393 -3.648 -2.745 0.628
C -0.761 2.613 0.232 -1.183
C -2.010 2.209 -0.312 1.629
C -1.782 1.978 -1.717 0.648
C -0.418 2.316 -1.968 -1.562
C 0.219 2.720 -0.778 1.516
C 1.496 3.533 -0.628 2.073
C 2.424 2.897 0.409 -0.261
C 1.096 4.943 -0.164 -1.914
C 2.224 3.671 -1.965 -1.856
C -2.743 1.699 -2.885 2.135
C -3.567 0.401 -2.723 -1.544
C -1.970 1.587 -4.212 -2.230
C -3.686 2.902 -3.073 -1.961
C -3.277 2.498 0.499 1.757
C -4.481 1.602 0.190 -1.660
C -3.041 2.373 2.014 -1.491
C -3.628 3.978 0.243 -1.550
H -0.615 2.957 1.243 0.407
H 0.022 2.371 -2.949 0.952
H 1.938 2.876 1.383 -0.607
H 3.354 3.464 0.495 0.989
H 2.653 1.870 0.127 -0.755
H 0.593 4.920 0.804 0.235
H 0.413 5.394 -0.886 0.410
H 1.979 5.578 -0.079 0.436
H 2.515 2.698 -2.354 -0.098
H 3.122 4.277 -1.834 0.478
H 1.588 4.167 -2.700 0.330
H -3.114 -0.411 -3.291 0.363
H -4.577 0.534 -3.114 0.463
H -3.643 0.084 -1.687 0.102
H -1.201 0.816 -4.187 0.365
H -1.512 2.539 -4.485 0.374
H -2.673 1.326 -5.003 0.492
H -4.437 2.979 -2.292 0.288
H -4.212 2.805 -4.024 0.569
H -3.111 3.830 -3.095 0.348
H -4.255 0.558 0.424 0.155
H -4.804 1.666 -0.844 0.187
H -5.323 1.907 0.813 0.621
H -2.702 1.375 2.286 0.141
H -3.985 2.553 2.530 0.560
H -2.331 3.113 2.383 0.307
H -3.822 4.181 -0.806 0.255
H -2.800 4.616 0.559 0.275
H -4.513 4.251 0.820 0.461
C 2.503 0.211 -3.194 -1.354
N 3.119 0.304 -1.861 1.377
C 4.469 0.850 -1.836 -1.109
C 2.793 -0.649 -0.907 -2.615
N 1.643 -0.573 -0.273 1.188
C 1.197 -1.820 0.298 0.195
C 0.977 -2.848 -0.597 -0.019
C 0.485 -4.091 -0.179 -1.471
C 0.293 -4.328 1.151 -1.363
C 0.649 -3.360 2.119 1.094
C 0.647 -3.727 3.481 -1.462
C 1.164 -2.874 4.416 -1.210
C 1.617 -1.609 4.042 -0.582
C 1.531 -1.132 2.727 0.481
N 1.845 0.158 2.466 1.432
C 2.514 0.980 3.232 -0.968
N 3.873 0.964 3.285 0.442
C 4.617 0.150 2.347 -0.484
C 4.624 1.412 4.448 -1.340
N 1.898 1.961 3.945 0.262
C 2.387 3.329 4.051 -1.277
C 0.480 1.794 4.228 -1.293
C 1.075 -2.057 1.706 0.300
N 3.752 -1.582 -0.661 0.993
C 4.002 -2.258 0.599 -0.666
C 4.555 -2.116 -1.752 -1.326
H 2.077 -0.776 -3.367 0.461
H 3.273 0.390 -3.946 0.416
H 1.704 0.936 -3.330 -0.076
H 4.429 1.896 -2.143 0.360
H 5.167 0.331 -2.499 0.453
H 4.858 0.814 -0.820 0.167
H 1.185 -2.683 -1.647 0.615
H 0.284 -4.858 -0.917 0.450
H -0.069 -5.288 1.497 0.474
H 0.295 -4.712 3.756 0.505
H 1.240 -3.177 5.453 0.410
H 2.037 -0.945 4.791 0.521
H 4.034 0.043 1.435 -0.397
H 4.839 -0.841 2.755 0.402
H 5.560 0.650 2.116 0.537
H 3.952 1.689 5.254 0.427
H 5.271 2.260 4.211 0.366
H 5.256 0.592 4.796 0.378
H 3.382 3.422 3.626 0.398
H 2.413 3.648 5.095 0.330
H 1.713 4.000 3.510 0.408
H 0.323 0.861 4.776 0.359
H 0.150 2.613 4.862 0.413
H -0.100 1.787 3.306 0.523
H 3.519 -1.756 1.427 -0.490
H 5.082 -2.250 0.773 0.426
H 3.661 -3.297 0.575 0.464
H 4.164 -1.802 -2.716 0.401
H 4.511 -3.206 -1.710 0.363
H 5.602 -1.814 -1.667 0.334
```